Formula: C6H9F
Source: OMol25
Level of theory: ωB97M-V/def2-TZVPD

**Energy relative to the best compared isomer or geometry (same formula, charge and spin)**: 5.7786 eV
**Net charge**: 0
**Lowest unoccupied orbital energy**: 0.321 eV

Each line ends with the natural charge from an NBO analysis.
Positions of all 16 atoms, in Å:
F1 -0.41512 -1.99575 -0.62314  -0.34
C1 -0.32596 -0.70335 -0.87655  0.17
C2 0.97068 0.07824 -1.01763  -0.23
C3 -0.02797 0.12663 0.25456  -0.34
C4 2.29915 -0.67823 -0.77052  -0.62
C5 -1.88666 1.57240 0.68133  0.05
C6 -2.48041 1.10577 1.72140  -0.66
H1 2.35416 -0.64578 0.28732  0.21
H2 -3.16067 1.82523 2.07977  0.27
H3 0.37657 -0.42766 1.12830  0.22
H4 -2.26533 0.23202 2.19151  0.24
H5 3.12667 -0.24252 -1.22824  0.22
H6 2.31151 -1.73698 -1.02183  0.22
H7 0.91701 0.85886 -1.79003  0.23
H8 -0.64576 1.09120 0.49921  0.18
H9 -1.14789 -0.46006 -1.51545  0.18